Density functional theory data (ωB97M-V/def2-TZVPD) for a molecular structure, C20H50N2O4Si2Zn.

```
79
Properties=species:S:1:pos:R:3:forces:R:3
O -1.7411 -2.4827 -3.2513 0.0146 -0.5172 1.0768
O -2.8572 -1.0906 -4.8507 -0.3324 0.3674 -1.0984
C -0.4233 -2.9653 -3.4975 0.7312 -0.0687 -0.8712
C 0.3851 -3.4365 -2.3107 0.2105 0.0363 0.6464
H 0.0749 -2.1583 -4.0557 0.1644 -0.0528 0.4888
H -0.4783 -3.7902 -4.2127 -0.2979 -0.1800 -0.0368
H 0.4835 -2.6795 -1.5163 0.1673 -0.0140 -0.3412
H 1.3805 -3.7075 -2.6882 -0.1877 0.2207 0.1521
H -0.0054 -4.3409 -1.8121 -0.0385 0.2470 -0.4680
C -2.3097 -2.6345 -1.9359 -0.5819 0.2198 -0.2628
C -3.6930 -3.1412 -2.2792 -0.3079 -0.7689 -0.0658
H -2.3168 -1.6455 -1.4598 0.0344 -0.2213 0.0529
H -1.7625 -3.3233 -1.2900 -0.0123 0.1263 -0.3050
H -4.1988 -2.4235 -2.9366 -0.0461 -0.3460 0.3079
H -4.3427 -3.3723 -1.4396 0.0003 0.3008 0.2427
H -3.5902 -4.0906 -2.8349 0.0025 0.3694 0.1338
C -3.6858 0.1156 -4.6927 0.6711 0.1321 0.2464
C -2.4772 -1.5148 -6.2119 0.3343 0.0563 0.2269
C -4.3437 0.0974 -3.3449 -0.6751 0.5849 -0.1994
H -4.3574 0.1262 -5.5418 -0.3959 -0.0927 0.0138
H -2.9877 0.9567 -4.7950 -0.1596 -0.3173 0.1064
H -5.0350 -0.7337 -3.2135 0.0822 0.0198 -0.0724
H -4.9673 1.0010 -3.3234 0.2033 -0.0876 0.2233
H -3.6318 0.1438 -2.5220 0.0656 -0.0016 -0.0950
C -3.2516 -2.7651 -6.5398 -0.3612 -0.2420 -0.3607
H -1.3932 -1.6532 -6.1813 -0.1664 -0.0457 0.0165
H -2.6910 -0.6531 -6.8495 -0.0304 -0.2291 0.0698
H -3.0736 -3.5331 -5.7616 -0.2133 0.3573 -0.4072
H -2.9636 -3.1969 -7.5166 0.0446 0.3167 0.4910
H -4.3246 -2.5084 -6.6153 0.4009 -0.3392 0.2060
H -2.8349 -1.8475 -4.1727 0.9822 0.4164 0.1706
Zn 1.1747 1.1636 -1.3426 0.1837 0.0273 1.1059
C 0.0943 1.2481 -2.8866 -2.4332 -0.5059 -2.7044
Si 0.7418 1.8716 -4.5567 -0.2759 -1.4904 2.1668
H -0.9188 1.6963 -2.7632 0.2886 0.0044 0.2001
H -0.1520 0.1559 -3.0289 0.1072 0.4302 -0.1461
C 1.8359 0.4451 -5.1705 0.3314 0.4494 -0.3936
C 1.5427 3.5089 -4.1583 0.2838 0.5289 -0.5748
C -0.6928 2.0221 -5.7660 -0.1285 0.3543 -0.5811
C 3.1080 1.0387 -1.6451 0.7925 0.3293 0.0142
Si 3.8860 1.5778 -0.0587 0.0229 -0.3617 -0.4052
H 3.4245 1.6619 -2.5024 -0.2079 -0.1272 0.3229
H 3.3497 0.0035 -1.9191 0.0103 0.0522 0.2302
C 5.2431 2.8398 -0.4596 0.2401 -0.0013 0.0999
C 4.5180 -0.0081 0.7437 0.2261 0.1132 0.1743
C 2.7027 2.3945 1.1733 -0.1268 0.2404 0.2460
H -0.4597 2.6961 -6.6062 -0.1437 -0.2743 0.0694
H -1.5839 2.4257 -5.2690 0.2019 0.0542 -0.0152
H -0.9524 1.0296 -6.1704 0.1379 0.2612 0.0497
H 2.5868 0.1516 -4.4222 -0.2341 0.1989 -0.1524
H 2.3546 0.6956 -6.1095 -0.0445 -0.2314 0.1788
H 1.1925 -0.4292 -5.3548 0.0790 0.2167 0.0017
H 2.2081 3.3918 -3.2936 -0.1502 -0.0535 -0.2169
H 0.7568 4.2321 -3.8804 0.1952 -0.2072 -0.0953
H 2.1208 3.9467 -4.9886 -0.1504 -0.0159 0.2695
H 5.1750 -0.5210 0.0278 -0.0748 0.0367 0.2092
H 3.6605 -0.6667 0.9576 0.2192 0.2031 -0.0682
H 5.0748 0.1693 1.6752 -0.1206 -0.1320 -0.1501
H 2.2841 1.6484 1.8654 0.0958 0.1327 -0.1711
H 1.8391 2.9081 0.7101 0.5169 -0.1619 0.1544
H 3.2487 3.1359 1.7789 -0.1343 -0.1599 -0.0940
H 6.0984 2.7485 0.2281 -0.1715 0.1639 -0.1782
H 4.8607 3.8725 -0.4073 0.1287 -0.2989 0.0005
H 5.5975 2.6584 -1.4865 -0.0111 0.0753 0.3354
C -2.1253 2.7995 1.2815 -1.0016 -0.7151 1.1141
C -0.9621 2.0431 0.7469 1.1556 1.4829 -1.8677
N -0.2904 2.6803 -0.2052 -1.2208 -0.6330 1.1902
O -1.0974 3.8029 -0.5629 0.9232 0.6110 -0.9075
C -0.5890 0.7075 1.1110 1.6657 -1.1054 -1.0932
C -1.2748 -0.0914 2.1618 -0.2821 0.0947 0.2306
N 0.3668 0.1354 0.3233 -1.4920 0.8495 0.6362
O 0.7034 -1.0767 0.4954 -0.0357 0.0182 0.1223
H -2.8910 2.9213 0.4988 0.2628 0.0684 0.3260
H -1.8132 3.7930 1.6322 -0.1447 -0.3199 -0.2394
H -2.5809 2.2635 2.1234 0.0753 0.1361 -0.1443
H -0.6213 4.2576 -1.2798 0.0777 -0.4978 0.4250
H -1.0337 -1.1487 2.0104 -0.0451 0.2190 0.0266
H -0.9600 0.1934 3.1784 -0.1293 -0.1127 -0.2100
H -2.3620 0.0633 2.0782 0.2344 -0.1935 0.2208
```
Positions in Å, forces in eV/Å.

Calculated values
HOMO (alpha / beta) in eV: -6.238 / -6.237
Calculated total energy in eV: -96888.656
LUMO energy (alpha / beta) in eV: -0.2 / -0.2

Which charges does Mulliken predict for the atoms? In e, they are: atom 1 (O): -0.325, atom 2 (O): 0.555, atom 3 (C): 0.266, atom 4 (C): -1.785, atom 5 (H): -0.001, atom 6 (H): 0.338, atom 7 (H): 0.442, atom 8 (H): 0.411, atom 9 (H): 0.408, atom 10 (C): 0.203, atom 11 (C): -1.170, atom 12 (H): -0.195, atom 13 (H): 0.498, atom 14 (H): 0.104, atom 15 (H): 0.406, atom 16 (H): 0.286, atom 17 (C): 0.499, atom 18 (C): -0.338, atom 19 (C): -1.491, atom 20 (H): 0.470, atom 21 (H): -0.310, atom 22 (H): 0.479, atom 23 (H): 0.455, atom 24 (H): 0.219, atom 25 (C): -1.170, atom 26 (H): 0.133, atom 27 (H): 0.530, atom 28 (H): 0.253, atom 29 (H): 0.416, atom 30 (H): 0.307, atom 31 (H): 0.169, atom 32 (Zn): -0.627, atom 33 (C): 0.767, atom 34 (Si): 0.418, atom 35 (H): 0.450, atom 36 (H): -0.779, atom 37 (C): -0.847, atom 38 (C): -0.827, atom 39 (C): -0.905, atom 40 (C): -0.798, atom 41 (Si): 0.135, atom 42 (H): 0.527, atom 43 (H): 0.542, atom 44 (C): -1.217, atom 45 (C): -1.045, atom 46 (C): -1.048, atom 47 (H): 0.440, atom 48 (H): 0.244, atom 49 (H): -0.042, atom 50 (H): 0.218, atom 51 (H): 0.420, atom 52 (H): 0.102, atom 53 (H): 0.125, atom 54 (H): 0.245, atom 55 (H): 0.362, atom 56 (H): 0.272, atom 57 (H): 0.262, atom 58 (H): 0.333, atom 59 (H): 0.253, atom 60 (H): 0.189, atom 61 (H): 0.475, atom 62 (H): 0.318, atom 63 (H): 0.297, atom 64 (H): 0.324, atom 65 (C): -1.458, atom 66 (C): 0.442, atom 67 (N): 0.037, atom 68 (O): -0.570, atom 69 (C): 0.255, atom 70 (C): -1.664, atom 71 (N): 0.697, atom 72 (O): -0.810, atom 73 (H): 0.277, atom 74 (H): 0.314, atom 75 (H): 0.471, atom 76 (H): 0.317, atom 77 (H): 0.358, atom 78 (H): 0.289, atom 79 (H): 0.398